Record 1
Here is C25H35N3O3V as an isolated structure from the Open Molecules 2025 dataset. Energies are from wB97M-V/def2-TZVPD.

```
67
Properties=species:S:1:pos:R:3
V 0.81139 -0.98265 0.28244
C 1.12236 -2.70813 2.85945
N 1.04483 -1.28537 2.50810
C 0.03235 -0.65144 3.35211
C 2.36147 -0.64040 2.72551
C 3.36124 -1.17402 1.71907
C 4.67847 -1.40701 2.08080
C 5.56127 -1.97387 1.16680
C 5.09770 -2.31404 -0.09366
C 3.77337 -2.05644 -0.44312
C 2.85101 -1.46853 0.43284
H 1.36126 -2.82804 3.92521
H 1.88982 -3.19220 2.26043
H 0.16388 -3.18493 2.65688
H 0.22434 -0.84068 4.41726
H -0.95578 -1.03274 3.09402
H 0.04549 0.42210 3.17557
H 2.69291 -0.81720 3.75982
H 2.21767 0.43409 2.58346
H 5.02469 -1.16218 3.08102
H 6.59072 -2.16280 1.44494
H 5.76909 -2.77928 -0.80736
H 3.45567 -2.33477 -1.44714
C -0.79933 -0.99303 -5.10680
N 0.04675 -0.81812 -3.94060
C 1.28565 -0.22250 -3.91194
C 1.68799 -0.25023 -2.61264
N 0.71181 -0.84028 -1.84141
C -0.25041 -1.17168 -2.67701
H -0.17521 -1.14656 -5.98360
H -1.42950 -0.11734 -5.26009
H -1.42918 -1.86882 -4.96863
H 1.75612 0.15718 -4.80168
H 2.60372 0.09917 -2.16728
H -1.19932 -1.60255 -2.39646
C -2.50331 -4.22866 0.15227
C -1.82923 -2.89867 0.39646
O -0.41376 -2.97928 0.12273
H -3.56468 -4.16615 0.39574
H -2.05540 -5.01335 0.76241
H -2.42357 -4.52440 -0.89767
H -1.90122 -2.60314 1.44203
H -2.27697 -2.09197 -0.18336
H -0.29774 -3.33699 -0.76506
C -3.48388 6.14721 -0.41157
C -2.75814 4.84208 -0.23238
C -2.38702 4.07059 -1.32407
C -1.73374 2.85205 -1.17157
C -1.36191 2.03958 -2.38147
C -1.43553 2.40230 0.11327
C -1.79694 3.15931 1.22829
C -1.46997 2.68156 2.61565
C -2.45506 4.36653 1.03787
C -0.71410 1.09697 0.28481
O -1.33660 0.00714 0.22371
O 0.54374 1.10541 0.46402
H -3.39883 6.51052 -1.43550
H -3.08777 6.91521 0.25381
H -4.54725 6.03913 -0.18635
H -2.61059 4.42434 -2.32550
H -1.57944 2.59034 -3.29683
H -1.92308 1.10280 -2.39751
H -0.30025 1.78356 -2.37859
H -0.38926 2.64746 2.76864
H -1.85980 1.67617 2.78594
H -1.89974 3.34379 3.36632
H -2.73321 4.95391 1.90711
```

The HOMO-LUMO gap (alpha / beta) comes out at 0.2096 / 0.1885 Eh. For the largest force on an atom, the calculation gives 0.6 eV Å⁻¹. The LUMO energy (alpha / beta) is 0.23 / 0.23 eV. The energy above the lowest of the compared OMol25 structures with the same formula, charge and spin is 0.0 kJ/mol. Its total charge is 0. For the electronic energy, the calculation gives -2307.6274 hartree. Its spin multiplicity is 2.

---

Record 2
Here is one molecule with the formula C8H18O8P2 from the Open Molecules 2025 dataset. Energies are from wB97M-V/def2-TZVPD.

```
36
Properties=species:S:1:pos:R:3
C 3.52779 0.04212 2.15613
C 2.19585 -0.20624 1.45192
O 2.14714 0.59603 0.24722
P 0.82638 0.54495 -0.63798
O -0.39472 0.33885 0.18007
C 1.04850 -0.69564 -1.91690
C -0.32464 -1.29515 -2.30146
C -0.66457 -2.51090 -1.43550
O -2.07708 -2.80983 -1.47877
C -2.80928 -1.91866 -0.75753
O -3.54361 -1.12731 -1.21776
O -2.63829 -2.13837 0.55573
P -3.71720 -1.42475 1.64694
O -2.94123 -2.09035 2.93125
O -3.12106 0.07598 1.72409
O 0.87253 1.89297 -1.45946
C 0.83380 3.16604 -0.76814
C -0.54202 3.49655 -0.19966
H 3.97136 0.96735 1.78009
H 3.36824 0.17960 3.22864
H 4.23400 -0.77544 2.00214
H 1.34992 0.04875 2.09208
H 2.09459 -1.26344 1.18199
H 1.50351 -0.21382 -2.78443
H 1.73298 -1.47473 -1.56247
H -1.09790 -0.52682 -2.22046
H -0.32521 -1.61242 -3.34901
H -0.13657 -3.38544 -1.82485
H -0.35193 -2.37677 -0.39565
H -2.82884 -1.41582 3.61531
H -2.24196 0.14255 1.27219
H 1.62375 3.19704 -0.01202
H 1.10414 3.90103 -1.52972
H -0.70888 4.57390 -0.21603
H -0.66745 3.10157 0.81042
H -1.30207 2.99662 -0.80840
```

As for the SMILES: CCOP(=O)(CCCOC(=O)OP(O)O)OCC. The HOMO-LUMO gap comes out at 0.3732 Eh. For the largest force on an atom, the calculation gives 2.0 eV Å⁻¹. The LUMO energy is 0.62 eV. Its total charge is 0. For the electronic energy, the calculation gives -1600.4350 hartree.

---

Record 3
Here is a 14-piece molecular cluster, C4H39N3O13 overall from the Open Molecules 2025 dataset. Energies are from wB97M-V/def2-TZVPD.

```
59
Properties=species:S:1:pos:R:3
C 2.22932 -2.23647 -0.73532
C 1.62095 -1.45712 -1.92349
C 0.14343 -1.09902 -1.75541
N -0.04111 0.16518 -1.00883
N 2.75956 -1.22799 0.20134
C 3.18115 -1.73683 1.47099
N 1.91893 -1.88839 2.29681
H 3.02883 -2.85079 -1.14875
H 1.43977 -2.73428 -0.16446
H 1.74555 -2.16953 -2.74657
H 2.17077 -0.53653 -2.12308
H -0.44959 -1.79368 -1.15177
H -0.25341 -1.02930 -2.77004
H 0.06425 0.92523 -1.66499
H 0.32102 0.28926 -0.07404
H 2.22660 -0.37924 0.17634
H 3.56313 -2.76030 1.40182
H 4.05074 -1.18054 1.82370
H 1.47535 -2.72796 1.94401
H 2.18473 -2.07638 3.26073
H -3.80938 0.36253 0.47553
H -4.77227 -0.79521 0.65695
O -4.74685 0.15941 0.49650
H 4.43871 1.16315 -1.68952
H 3.88242 0.48711 -0.32466
O 4.63133 0.86171 -0.80073
H -2.68738 3.54620 -2.86516
H -1.19473 4.12806 -2.86353
O -1.85621 3.62674 -3.34786
H 2.79670 2.51703 3.66947
H 2.95406 2.15314 2.18628
O 2.34068 2.11562 2.92080
H -1.08493 -0.87013 1.67148
H -0.95459 -2.22220 1.07786
O -1.63141 -1.67455 1.49864
H 1.96358 1.77604 -0.39447
H 2.87477 3.00944 0.02886
O 2.16274 2.70174 -0.52855
H -3.18467 -2.51923 0.82931
H -3.92744 -3.11002 -0.39978
O -4.02102 -2.90644 0.53470
H -2.22194 2.02697 3.53248
H -0.93110 2.13896 4.28255
O -1.31474 2.31983 3.41689
H -1.30568 0.75440 -4.61912
H 0.01275 1.31306 2.19932
O 0.27964 0.44089 1.86369
H -1.23596 2.29175 -4.19183
H 0.83263 -0.03916 2.49574
O -0.72614 1.53107 -4.54484
H -2.62088 -0.08167 -2.78547
H -3.73357 -0.00528 -3.78617
O -2.76764 -0.01150 -3.73769
H -2.35104 -1.22871 3.57294
H -0.90898 -0.96861 3.89979
O -1.79615 -0.77171 4.21736
H -2.20341 1.27612 -0.51641
H -1.95814 1.60106 -2.06347
O -2.60372 1.40708 -1.37689
```

The HOMO-LUMO gap comes out at 0.3325 Eh. For the largest force on an atom, the calculation gives 2.6 eV Å⁻¹. The LUMO energy is -0.09 eV. The energy above the lowest of the compared OMol25 structures with the same formula, charge and spin is 123.8 kJ/mol. Its total charge is 0. For the electronic energy, the calculation gives -1318.1311 hartree.

---

Record 4
Here is one molecule with the formula CHN5O2 from the Open Molecules 2025 dataset. Energies are from wB97M-V/def2-TZVPD.

```
9
Properties=species:S:1:pos:R:3
O -0.34548 -1.79795 2.38372
N -0.89061 -1.06471 1.66513
C 0.12477 -0.51800 0.30247
N 1.33599 -0.83560 -0.02490
N 1.70178 -0.17432 -1.06643
N 0.73280 0.66231 -1.44117
N -0.22635 0.47802 -0.60731
O -1.41072 1.18418 -0.59895
H -1.02219 2.06606 -0.61255
```

As for the SMILES: O=Nc1nnnn1O. The HOMO-LUMO gap comes out at 0.3364 Eh. For the largest force on an atom, the calculation gives 3.5 eV Å⁻¹. The LUMO energy is -1.34 eV. The energy above the lowest of the compared OMol25 structures with the same formula, charge and spin is 294.7 kJ/mol. Its total charge is 0. For the electronic energy, the calculation gives -462.7367 hartree.

---

Record 5
Here is one molecule with the formula C19H15N3O6S from the Open Molecules 2025 dataset. Energies are from wB97M-V/def2-TZVPD.

```
44
Properties=species:S:1:pos:R:3
C 5.45039 -0.70118 -2.58185
O 4.41452 0.04598 -1.97672
C 3.17140 -0.45465 -1.77713
C 2.38133 0.34266 -0.95078
C 1.07587 0.01291 -0.62938
C 0.59536 -1.17543 -1.11828
C 1.35366 -2.01296 -1.94516
C 2.64498 -1.64452 -2.34703
O 3.42632 -2.29692 -3.23634
C 2.84519 -3.08345 -4.25950
C 0.54465 -3.23348 -2.15433
O 0.80661 -4.27993 -2.67545
O -0.66716 -3.05278 -1.54768
C -0.74913 -1.81101 -0.89951
N -1.83431 -1.04304 -1.47853
C -2.52959 -0.16838 -0.72772
N -2.17547 0.23968 0.43632
C -3.04904 1.16337 0.95026
C -2.77606 1.72776 2.26050
C -1.62468 1.31923 2.94351
C -1.32239 1.83456 4.18357
C -2.17609 2.77098 4.75879
N -1.86604 3.31548 6.05068
O -0.85181 2.93179 6.59741
O -2.63528 4.12883 6.52153
C -3.32754 3.18698 4.09693
C -3.62348 2.66762 2.85621
C -4.10087 1.45935 0.12944
S -4.02115 0.56271 -1.34031
H 6.35751 -0.13014 -2.38324
H 5.30920 -0.79117 -3.66044
H 5.54150 -1.69554 -2.14272
H 2.82959 1.25013 -0.57921
H 0.46494 0.64799 -0.01028
H 3.62151 -3.18504 -5.01731
H 1.97373 -2.58296 -4.68912
H 2.54802 -4.06768 -3.89787
H -0.96732 -1.95936 0.16964
H -2.24297 -1.40527 -2.32491
H -0.98132 0.59090 2.47645
H -0.43753 1.52921 4.72080
H -3.97083 3.91315 4.56999
H -4.51621 2.99141 2.34610
H -4.91002 2.14217 0.28266
```

As for the SMILES: COc1ccc2c(c1OC)C(=O)O[C@@H]2Nc1nc(-c2ccc([N+](=O)[O-])cc2)cs1. The HOMO-LUMO gap comes out at 0.2803 Eh. For the largest force on an atom, the calculation gives 1.4 eV Å⁻¹. The LUMO energy is -0.72 eV. The energy above the lowest of the compared OMol25 structures with the same formula, charge and spin is 359.4 kJ/mol. Its total charge is 0. For the electronic energy, the calculation gives -1746.8396 hartree.

---

Record 6
Here is one molecule with the formula C13H5N3O2S2 from the Open Molecules 2025 dataset. Energies are from wB97M-V/def2-TZVPD.

```
25
Properties=species:S:1:pos:R:3
O -0.67315 -1.91439 0.44601
C 0.19316 -1.13864 0.34812
C 1.38805 -1.50174 -0.40491
C 1.53456 -2.74453 -0.95451
C 2.51555 -3.06977 -1.93067
C 3.57533 -2.09917 -2.18553
N 3.62751 -0.93068 -1.53963
C 2.50566 -0.66074 -0.61260
C 2.57652 0.54644 0.18088
O 3.61532 1.25248 0.39055
C 1.39953 1.04886 0.80117
S 1.09915 2.70455 1.44919
C -0.61157 2.14518 1.78695
C -1.60191 3.14364 2.30160
C -1.13820 4.37049 2.60551
S -2.56482 5.36526 3.10412
C -3.54665 3.82699 3.07065
N -2.90656 2.80011 2.56292
N -0.79371 0.86495 1.55782
C 0.27252 0.28860 0.89496
H 0.65181 -3.47819 -0.74073
H 2.56488 -3.92611 -2.53356
H 4.35389 -2.28846 -2.95280
H -0.16545 4.74634 2.37647
H -4.64200 3.87795 3.20741
```

As for the SMILES: O=C1c2cccnc2C(=O)c2sc(-c3cscn3)nc21. The HOMO-LUMO gap comes out at 0.2758 Eh. For the largest force on an atom, the calculation gives 6.2 eV Å⁻¹. The LUMO energy is -1.72 eV. The energy above the lowest of the compared OMol25 structures with the same formula, charge and spin is 158.3 kJ/mol. Its total charge is 0. For the electronic energy, the calculation gives -1609.4546 hartree.

---

Please write out number 1 again, unchanged.
Here is C25H35N3O3V as an isolated structure from the Open Molecules 2025 dataset. Energies are from wB97M-V/def2-TZVPD.

```
67
Properties=species:S:1:pos:R:3
V 0.81139 -0.98265 0.28244
C 1.12236 -2.70813 2.85945
N 1.04483 -1.28537 2.50810
C 0.03235 -0.65144 3.35211
C 2.36147 -0.64040 2.72551
C 3.36124 -1.17402 1.71907
C 4.67847 -1.40701 2.08080
C 5.56127 -1.97387 1.16680
C 5.09770 -2.31404 -0.09366
C 3.77337 -2.05644 -0.44312
C 2.85101 -1.46853 0.43284
H 1.36126 -2.82804 3.92521
H 1.88982 -3.19220 2.26043
H 0.16388 -3.18493 2.65688
H 0.22434 -0.84068 4.41726
H -0.95578 -1.03274 3.09402
H 0.04549 0.42210 3.17557
H 2.69291 -0.81720 3.75982
H 2.21767 0.43409 2.58346
H 5.02469 -1.16218 3.08102
H 6.59072 -2.16280 1.44494
H 5.76909 -2.77928 -0.80736
H 3.45567 -2.33477 -1.44714
C -0.79933 -0.99303 -5.10680
N 0.04675 -0.81812 -3.94060
C 1.28565 -0.22250 -3.91194
C 1.68799 -0.25023 -2.61264
N 0.71181 -0.84028 -1.84141
C -0.25041 -1.17168 -2.67701
H -0.17521 -1.14656 -5.98360
H -1.42950 -0.11734 -5.26009
H -1.42918 -1.86882 -4.96863
H 1.75612 0.15718 -4.80168
H 2.60372 0.09917 -2.16728
H -1.19932 -1.60255 -2.39646
C -2.50331 -4.22866 0.15227
C -1.82923 -2.89867 0.39646
O -0.41376 -2.97928 0.12273
H -3.56468 -4.16615 0.39574
H -2.05540 -5.01335 0.76241
H -2.42357 -4.52440 -0.89767
H -1.90122 -2.60314 1.44203
H -2.27697 -2.09197 -0.18336
H -0.29774 -3.33699 -0.76506
C -3.48388 6.14721 -0.41157
C -2.75814 4.84208 -0.23238
C -2.38702 4.07059 -1.32407
C -1.73374 2.85205 -1.17157
C -1.36191 2.03958 -2.38147
C -1.43553 2.40230 0.11327
C -1.79694 3.15931 1.22829
C -1.46997 2.68156 2.61565
C -2.45506 4.36653 1.03787
C -0.71410 1.09697 0.28481
O -1.33660 0.00714 0.22371
O 0.54374 1.10541 0.46402
H -3.39883 6.51052 -1.43550
H -3.08777 6.91521 0.25381
H -4.54725 6.03913 -0.18635
H -2.61059 4.42434 -2.32550
H -1.57944 2.59034 -3.29683
H -1.92308 1.10280 -2.39751
H -0.30025 1.78356 -2.37859
H -0.38926 2.64746 2.76864
H -1.85980 1.67617 2.78594
H -1.89974 3.34379 3.36632
H -2.73321 4.95391 1.90711
```

The HOMO-LUMO gap (alpha / beta) comes out at 0.2096 / 0.1885 Eh. For the largest force on an atom, the calculation gives 0.6 eV Å⁻¹. The LUMO energy (alpha / beta) is 0.23 / 0.23 eV. The energy above the lowest of the compared OMol25 structures with the same formula, charge and spin is 0.0 kJ/mol. Its total charge is 0. For the electronic energy, the calculation gives -2307.6274 hartree. Its spin multiplicity is 2.

---

Copy entry 5 word for word.
Here is one molecule with the formula C19H15N3O6S from the Open Molecules 2025 dataset. Energies are from wB97M-V/def2-TZVPD.

```
44
Properties=species:S:1:pos:R:3
C 5.45039 -0.70118 -2.58185
O 4.41452 0.04598 -1.97672
C 3.17140 -0.45465 -1.77713
C 2.38133 0.34266 -0.95078
C 1.07587 0.01291 -0.62938
C 0.59536 -1.17543 -1.11828
C 1.35366 -2.01296 -1.94516
C 2.64498 -1.64452 -2.34703
O 3.42632 -2.29692 -3.23634
C 2.84519 -3.08345 -4.25950
C 0.54465 -3.23348 -2.15433
O 0.80661 -4.27993 -2.67545
O -0.66716 -3.05278 -1.54768
C -0.74913 -1.81101 -0.89951
N -1.83431 -1.04304 -1.47853
C -2.52959 -0.16838 -0.72772
N -2.17547 0.23968 0.43632
C -3.04904 1.16337 0.95026
C -2.77606 1.72776 2.26050
C -1.62468 1.31923 2.94351
C -1.32239 1.83456 4.18357
C -2.17609 2.77098 4.75879
N -1.86604 3.31548 6.05068
O -0.85181 2.93179 6.59741
O -2.63528 4.12883 6.52153
C -3.32754 3.18698 4.09693
C -3.62348 2.66762 2.85621
C -4.10087 1.45935 0.12944
S -4.02115 0.56271 -1.34031
H 6.35751 -0.13014 -2.38324
H 5.30920 -0.79117 -3.66044
H 5.54150 -1.69554 -2.14272
H 2.82959 1.25013 -0.57921
H 0.46494 0.64799 -0.01028
H 3.62151 -3.18504 -5.01731
H 1.97373 -2.58296 -4.68912
H 2.54802 -4.06768 -3.89787
H -0.96732 -1.95936 0.16964
H -2.24297 -1.40527 -2.32491
H -0.98132 0.59090 2.47645
H -0.43753 1.52921 4.72080
H -3.97083 3.91315 4.56999
H -4.51621 2.99141 2.34610
H -4.91002 2.14217 0.28266
```

As for the SMILES: COc1ccc2c(c1OC)C(=O)O[C@@H]2Nc1nc(-c2ccc([N+](=O)[O-])cc2)cs1. The HOMO-LUMO gap comes out at 0.2803 Eh. For the largest force on an atom, the calculation gives 1.4 eV Å⁻¹. The LUMO energy is -0.72 eV. The energy above the lowest of the compared OMol25 structures with the same formula, charge and spin is 359.4 kJ/mol. Its total charge is 0. For the electronic energy, the calculation gives -1746.8396 hartree.

---

Number 6 is which compound?
C13H5N3O2S2